[1]
82
Properties=species:S:1:pos:R:3:mulliken_charge:R:1 method="wB97M-V/def2-TZVPD" orbital_gap_ha=0.2135 lumo_ev=2.4 total_charge=-1
Zr -0.086 2.250 -0.235 0.42
O 3.851 1.146 -0.039 -0.63
C 2.888 1.826 0.261 0.12
O 1.957 2.173 -0.584 -0.77
C 2.794 2.384 1.668 0.88
C 3.958 2.994 2.143 -0.62
C 4.013 3.599 3.385 -0.57
C 2.886 3.578 4.194 -0.55
C 1.732 2.949 3.758 -0.95
C 1.654 2.339 2.494 0.81
S 0.144 1.479 2.154 -0.49
H 4.830 2.978 1.502 0.42
H 4.924 4.082 3.718 0.37
H 2.905 4.044 5.174 0.35
H 0.858 2.906 4.394 0.43
C -2.543 4.983 1.578 -1.00
Si -1.602 5.510 0.014 0.74
C -2.684 5.304 -1.531 -1.12
C -1.328 7.387 0.203 -1.16
C -0.043 4.543 -0.150 -1.02
H -3.620 4.909 1.397 0.32
H -2.392 5.701 2.390 0.39
H -2.185 4.008 1.927 0.08
H -3.560 4.683 -1.321 0.28
H -2.115 4.800 -2.316 0.22
H -3.031 6.268 -1.918 0.43
H -2.272 7.930 0.324 0.28
H -0.816 7.794 -0.679 0.28
H -0.705 7.601 1.081 0.29
H 0.604 4.691 0.725 0.29
H 0.535 4.871 -1.021 0.51
C -2.014 -2.618 0.553 -2.01
C -1.396 -3.112 -0.765 2.66
C -1.934 -2.163 -1.849 -1.74
C -1.909 -4.535 -1.040 -1.80
Si 0.534 -3.037 -0.659 -0.61
Br 1.017 -0.838 -0.810 -0.01
C 1.231 -3.600 1.049 2.43
C 0.687 -4.975 1.464 -1.73
C 2.764 -3.682 1.000 -2.15
C 0.891 -2.578 2.149 -1.90
C 1.425 -3.866 -2.162 2.53
C 0.656 -3.580 -3.459 -2.02
C 1.524 -5.390 -1.994 -1.79
C 2.838 -3.291 -2.361 -1.81
H -3.102 -2.541 0.431 0.63
H -1.640 -1.624 0.823 0.17
H -1.823 -3.311 1.375 0.36
H -3.031 -2.236 -1.868 0.59
H -1.570 -2.409 -2.844 0.21
H -1.682 -1.124 -1.627 0.03
H -3.006 -4.540 -1.016 0.52
H -1.557 -5.249 -0.291 0.32
H -1.601 -4.895 -2.029 0.28
H 0.912 -5.749 0.722 0.29
H -0.396 -4.948 1.617 0.29
H 1.148 -5.276 2.414 0.50
H 3.114 -4.481 0.343 0.33
H 3.147 -3.893 2.007 0.60
H 3.200 -2.731 0.671 0.36
H -0.177 -2.518 2.350 0.31
H 1.243 -1.574 1.897 0.33
H 1.387 -2.881 3.082 0.53
H -0.323 -4.064 -3.472 0.31
H 1.229 -3.968 -4.312 0.61
H 0.521 -2.503 -3.608 0.32
H 0.546 -5.847 -1.815 0.28
H 2.188 -5.663 -1.167 0.28
H 1.938 -5.832 -2.909 0.53
H 2.804 -2.215 -2.550 0.35
H 3.305 -3.774 -3.231 0.51
H 3.484 -3.457 -1.501 0.32
C -3.162 1.520 0.647 -0.87
O -2.342 2.312 -0.193 0.12
C -1.669 1.483 -1.290 0.48
C -2.533 1.411 -2.520 -1.56
H -3.988 1.092 0.077 0.27
H -3.570 2.162 1.434 0.21
H -2.598 0.705 1.097 0.15
H -3.345 0.675 -2.437 0.24
H -1.927 1.116 -3.375 0.37
H -2.989 2.382 -2.740 0.35


[2]
85
Properties=species:S:1:pos:R:3:lowdin_spin:R:1 method="wB97M-V/def2-TZVPD" orbital_gap_ha="0.2610 / 0.2267" s_squared=8.800 lumo_ev="-7.3 / -8.8" spin_multiplicity=6 total_charge=+2
Ru -1.089 0.333 -0.494 2.77
Cl -4.652 6.498 0.626 0.11
C -3.522 5.239 0.651 0.19
C -3.739 4.112 -0.171 0.03
C -2.828 3.104 -0.162 0.11
Cl -3.094 1.694 -1.135 0.07
C -1.618 3.159 0.616 0.13
O -0.711 2.286 0.552 0.32
C -1.472 4.314 1.476 0.13
Cl -0.100 4.369 2.476 0.05
C -2.398 5.323 1.480 -0.02
H -4.621 4.063 -0.796 0.00
H -2.262 6.183 2.123 0.00
C 2.332 -0.516 1.700 0.00
C 1.608 -1.334 0.638 0.00
C 1.850 -0.749 -0.750 0.01
C 1.984 -2.806 0.703 0.00
O 0.161 -1.192 0.827 0.08
Si -0.841 -1.650 2.067 0.05
S -2.533 -0.552 1.174 0.73
O -0.402 -0.921 3.401 0.02
C -0.477 -1.191 4.836 0.00
C -1.939 -1.383 5.213 0.00
C 0.338 -2.443 5.133 0.00
C 0.118 0.035 5.508 0.00
O -1.130 -3.207 2.187 0.01
C -1.749 -4.281 1.415 0.00
C -1.806 -3.917 -0.062 0.01
C -0.876 -5.510 1.630 0.00
C -3.140 -4.488 1.994 0.00
H 3.388 -0.421 1.447 0.00
H 2.250 -0.991 2.677 0.00
H 1.889 0.480 1.768 0.00
H 2.846 -0.987 -1.121 0.00
H 1.751 0.342 -0.694 0.01
H 1.118 -1.168 -1.454 0.00
H 3.064 -2.915 0.618 0.00
H 1.514 -3.365 -0.108 0.00
H 1.670 -3.237 1.655 0.00
H -2.362 -2.226 4.662 0.00
H -2.515 -0.485 4.983 0.00
H -2.027 -1.587 6.279 0.00
H -0.059 -3.291 4.575 0.00
H 0.298 -2.674 6.197 0.00
H 1.382 -2.293 4.853 0.00
H -0.457 0.925 5.249 0.00
H 1.151 0.178 5.187 0.00
H 0.104 -0.086 6.590 0.00
H -0.804 -3.717 -0.450 0.00
H -2.430 -3.032 -0.220 0.01
H -2.239 -4.738 -0.631 0.00
H 0.114 -5.367 1.195 0.00
H -1.341 -6.377 1.161 0.00
H -0.768 -5.708 2.695 0.00
H -3.736 -3.579 1.886 0.00
H -3.067 -4.732 3.054 0.00
H -3.648 -5.305 1.485 0.00
C 0.708 1.602 -6.259 0.00
C -0.532 2.121 -5.536 0.00
C -1.346 1.030 -4.835 0.01
C -0.665 0.448 -3.598 0.05
Ge -0.176 1.893 -2.278 0.06
C 1.659 2.676 -2.148 0.02
C 2.815 1.889 -2.751 0.00
C 4.087 2.745 -2.782 0.00
C 5.303 1.945 -3.238 0.00
H 1.275 2.435 -6.673 0.00
H 0.429 0.944 -7.082 0.00
H 1.370 1.046 -5.590 0.00
H -1.178 2.619 -6.260 0.00
H -0.239 2.881 -4.800 0.00
H -1.513 0.202 -5.531 0.00
H -2.331 1.424 -4.572 0.00
H 0.271 -0.060 -3.839 0.00
H -1.318 -0.293 -3.114 0.01
H -1.082 3.132 -2.452 0.00
H 1.849 2.944 -1.106 0.00
H 1.501 3.606 -2.703 0.00
H 2.571 1.585 -3.773 0.00
H 3.020 0.984 -2.177 0.00
H 4.267 3.153 -1.784 0.00
H 3.931 3.594 -3.452 0.00
H 5.511 1.121 -2.554 0.00
H 6.184 2.584 -3.271 0.00
H 5.151 1.533 -4.236 0.00


[3]
95
Properties=species:S:1:pos:R:3:mulliken_charge:R:1 method="wB97M-V/def2-TZVPD" orbital_gap_ha=0.2574 lumo_ev=0.1
Na 0.452 -0.603 0.318 0.50
C 4.961 2.949 0.822 -1.02
N 4.009 1.862 0.963 0.58
C 3.667 1.473 2.303 -1.02
P 3.367 0.972 -0.301 -0.38
O 2.572 -0.227 0.127 -0.44
O 2.457 2.201 -1.031 -0.31
P 0.852 2.516 -0.921 -0.35
O -0.019 1.303 -0.770 0.09
N 0.731 3.673 0.278 0.73
C 0.004 3.419 1.527 -0.43
C 1.411 4.958 0.192 -1.12
N 0.625 3.351 -2.279 0.29
C 1.104 2.695 -3.514 -0.85
C -0.645 4.060 -2.442 -1.01
N 4.476 0.603 -1.422 0.45
C 4.693 1.237 -2.720 -0.84
C 5.233 -0.609 -1.179 -1.06
H 4.681 3.504 -0.061 0.37
H 6.002 2.575 0.748 0.20
H 5.003 3.576 1.717 0.35
H 4.540 0.869 2.710 0.27
H 2.769 0.856 2.311 0.20
H 3.537 2.419 2.879 0.38
H -0.614 2.542 1.434 -0.22
H -0.568 4.255 1.905 0.35
H 0.743 3.151 2.347 0.17
H 2.360 4.987 0.779 0.19
H 0.642 5.769 0.472 0.34
H 1.620 5.136 -0.862 0.37
H 2.023 3.167 -3.847 0.28
H 0.371 2.723 -4.302 0.42
H 1.402 1.651 -3.350 0.17
H -0.806 4.705 -1.541 0.27
H -1.452 3.347 -2.551 0.32
H -0.569 4.739 -3.326 0.40
H 4.672 2.317 -2.633 0.22
H 3.880 0.857 -3.374 0.24
H 5.658 0.934 -3.131 0.42
H 6.303 -0.409 -1.274 0.38
H 5.065 -1.402 -1.931 0.36
H 5.034 -1.076 -0.192 0.30
C -5.925 -1.249 -1.071 -0.92
N -5.563 -0.001 -0.510 0.09
C -6.490 1.076 -0.245 -0.64
C -5.693 2.136 0.415 -0.64
N -4.435 1.514 0.603 0.31
C -3.379 2.257 1.238 -0.62
C -4.327 0.263 0.023 0.03
N -3.261 -0.439 -0.036 -0.07
C -2.708 -1.095 -1.221 -0.59
C -2.251 -2.462 -0.749 -0.48
N -0.906 -2.681 -1.108 -0.24
C -0.249 -3.812 -1.030 0.10
N -0.555 -4.994 -0.435 0.03
C -1.704 -5.372 0.401 -0.95
C 0.651 -5.790 -0.242 -0.75
C 1.711 -5.120 -1.122 -0.60
N 1.092 -3.817 -1.443 0.47
C 1.599 -2.976 -2.482 -0.74
H -7.015 -1.217 -1.348 0.37
H -5.829 -2.115 -0.331 0.26
H -5.257 -1.505 -1.892 0.25
H -7.308 0.692 0.451 0.32
H -7.036 1.413 -1.160 0.38
H -6.075 2.479 1.397 0.31
H -5.546 3.120 -0.137 0.27
H -3.784 2.700 2.185 0.34
H -3.029 3.069 0.569 0.29
H -2.555 1.559 1.455 -0.18
H -1.874 -0.440 -1.497 -0.19
H -3.355 -1.107 -2.071 0.58
H -2.985 -3.259 -1.074 0.22
H -2.281 -2.563 0.354 0.10
H -2.023 -4.527 0.982 0.29
H -1.503 -6.305 0.993 0.39
H -2.465 -5.635 -0.316 0.34
H 0.531 -6.826 -0.542 0.40
H 1.002 -5.770 0.796 0.36
H 1.928 -5.737 -2.029 0.32
H 2.678 -5.040 -0.580 0.30
H 1.058 -3.066 -3.448 0.28
H 2.705 -2.980 -2.588 0.34
H 1.374 -1.940 -2.238 -0.01
F 1.673 -2.650 2.138 -0.30
C 0.778 -2.152 3.021 0.42
C -0.331 -1.447 2.598 0.10
C -1.260 -1.014 3.523 0.05
F -2.249 -0.217 3.162 -0.17
C -1.152 -1.372 4.906 -0.40
F -2.108 -1.105 5.831 -0.33
C 0.018 -1.965 5.284 0.78
F 0.218 -2.214 6.596 -0.34
C 1.028 -2.365 4.379 -0.17
F 2.178 -2.960 4.767 -0.33


[4]
88
Properties=species:S:1:pos:R:3:mulliken_charge:R:1 method="wB97M-V/def2-TZVPD" orbital_gap_ha=0.2992 lumo_ev=-0.3
C 10.289 19.783 -11.987 -0.25
C 9.244 18.970 -11.189 -0.31
O 9.275 19.622 -9.923 -0.36
C 9.884 20.832 -10.031 0.75
O 9.806 21.623 -9.140 -0.55
O 10.414 20.965 -11.233 -0.31
H 9.925 20.037 -12.982 0.29
H 11.226 19.229 -12.071 0.16
H 9.535 17.924 -11.128 0.29
H 8.235 19.049 -11.599 0.25
C 12.585 22.147 -7.823 1.15
C 12.124 23.510 -8.378 -0.14
O 11.539 24.118 -7.241 0.08
C 11.829 23.443 -6.127 0.47
O 11.538 23.808 -5.028 -0.55
O 12.586 22.382 -6.419 -0.35
H 13.569 21.789 -8.126 -0.37
H 11.913 21.342 -8.121 -0.67
H 11.462 23.360 -9.225 0.44
H 12.973 24.110 -8.715 0.05
C 16.067 24.995 -8.100 -0.92
C 17.295 24.124 -8.282 -0.16
C 18.285 24.669 -9.314 -0.49
C 19.536 23.918 -9.345 0.08
N 20.516 23.328 -9.406 -0.40
H 15.769 24.981 -7.052 0.14
H 15.335 24.623 -8.820 0.15
H 16.167 26.059 -8.335 0.49
H 16.961 23.117 -8.560 -0.01
H 17.807 23.858 -7.354 0.38
H 18.568 25.674 -8.973 0.35
H 17.840 24.898 -10.282 0.39
C 10.841 18.310 -7.508 -0.75
C 10.719 19.020 -6.149 -0.38
C 12.101 19.266 -5.574 0.10
C 12.639 18.142 -4.789 -0.04
N 13.063 17.298 -4.134 -0.47
H 11.489 18.893 -8.172 -0.04
H 9.896 18.234 -8.039 0.23
H 11.284 17.327 -7.346 0.45
H 10.094 18.390 -5.520 0.46
H 10.230 19.986 -6.287 0.21
H 12.108 20.041 -4.797 0.19
H 12.889 19.523 -6.283 0.07
C 15.736 20.774 -10.269 -1.23
C 14.639 20.512 -11.314 0.04
C 15.239 20.022 -12.628 -0.55
C 14.210 19.577 -13.583 0.15
N 13.393 19.290 -14.337 -0.44
H 16.421 21.574 -10.552 0.32
H 16.270 19.830 -10.158 0.36
H 15.317 21.072 -9.308 0.18
H 14.070 21.430 -11.482 0.31
H 13.949 19.789 -10.878 0.18
H 15.851 19.140 -12.413 0.30
H 15.920 20.738 -13.084 0.38
C 14.097 25.083 -3.448 -0.88
C 15.162 26.041 -2.921 -0.49
C 14.502 27.297 -2.346 -0.51
C 13.534 26.972 -1.305 0.23
N 12.775 26.733 -0.478 -0.44
H 14.430 24.409 -4.240 0.33
H 13.309 25.658 -3.941 0.13
H 13.685 24.463 -2.656 0.40
H 15.840 26.418 -3.689 0.26
H 15.757 25.540 -2.158 0.34
H 13.824 27.795 -3.057 0.24
H 15.115 28.104 -1.940 0.40
C 9.443 27.585 -3.201 -0.83
S 9.528 26.671 -1.651 0.50
O 8.146 26.726 -1.076 -0.65
C 9.857 25.051 -2.345 -0.78
H 8.505 27.312 -3.700 0.33
H 10.266 27.273 -3.846 0.14
H 9.371 28.669 -3.140 0.39
H 10.876 24.847 -2.668 0.12
H 9.067 24.652 -2.982 0.38
H 9.785 24.444 -1.431 0.37
C 9.190 26.043 -8.157 -0.81
S 10.355 26.800 -9.331 0.45
O 9.612 27.888 -10.042 -0.64
C 11.473 27.503 -8.078 -0.67
H 8.794 25.188 -8.699 0.22
H 8.401 26.796 -8.060 0.45
H 9.494 25.847 -7.133 0.18
H 11.967 26.721 -7.498 0.07
H 10.942 28.199 -7.432 0.32
H 12.299 27.975 -8.612 0.34


[5]
109
Properties=species:S:1:pos:R:3:mulliken_charge:R:1 method="wB97M-V/def2-TZVPD" orbital_gap_ha=0.0806 lumo_ev=-3.6 total_charge=+1
N 7.819 0.737 0.589 -0.66
H 6.889 1.130 0.602 0.39
H 8.562 1.240 1.053 0.39
H 7.965 0.624 -0.404 0.43
H 7.799 -0.200 0.966 0.38
N 2.833 3.917 -4.229 -1.05
H 2.196 3.133 -4.209 0.46
H 3.148 4.041 -3.277 0.42
H 2.196 4.680 -4.406 0.40
H 3.586 3.659 -4.850 0.56
N 2.146 -2.567 -6.773 -1.03
H 1.390 -2.584 -7.442 0.39
H 1.942 -2.023 -5.947 0.44
H 2.976 -2.130 -7.146 0.56
H 2.402 -3.520 -6.554 0.44
O 2.714 2.464 0.137 -0.80
C 1.761 1.506 0.489 -0.40
C 0.520 1.011 -0.511 -0.34
O 0.755 0.562 -1.821 -0.72
H 1.353 1.650 1.489 0.24
H 2.383 0.647 0.739 0.22
H -0.146 1.873 -0.553 0.15
H 0.040 0.214 0.057 0.17
C -6.290 -2.474 11.238 -1.19
C -5.359 -1.217 11.179 -0.17
O -4.330 -1.550 10.272 -0.19
C -3.387 -0.583 9.941 0.32
O -3.316 0.539 10.451 -0.52
C -2.312 -1.091 8.940 0.87
F -1.208 -1.325 9.604 -0.25
F -2.636 -2.274 8.426 -0.24
F -2.098 -0.184 8.009 -0.23
H -6.746 -2.592 10.255 0.31
H -7.163 -2.466 11.892 0.38
H -5.738 -3.387 11.462 0.31
H -4.991 -1.015 12.185 0.30
H -5.930 -0.371 10.798 0.30
C -2.544 -5.478 0.523 -1.19
C -2.451 -5.800 -0.976 -0.16
O -2.229 -7.154 -1.078 -0.20
C -1.806 -7.702 -2.247 0.31
O -1.789 -7.063 -3.350 -0.56
C -1.466 -9.218 -2.279 0.88
F -0.299 -9.279 -2.992 -0.24
F -1.455 -9.793 -1.060 -0.22
F -2.400 -9.774 -2.996 -0.22
H -2.626 -4.401 0.674 0.40
H -1.634 -5.764 1.050 0.31
H -3.443 -5.844 1.018 0.32
H -1.594 -5.318 -1.446 0.31
H -3.374 -5.526 -1.486 0.27
C 4.928 -5.505 -1.465 -1.03
C 6.183 -4.639 -1.278 -0.32
O 7.290 -5.404 -1.751 -0.18
C 8.589 -5.215 -1.420 0.39
O 8.960 -4.372 -0.595 -0.57
C 9.575 -6.149 -2.148 0.86
F 9.004 -7.067 -2.988 -0.24
F 10.432 -5.431 -2.830 -0.24
F 10.238 -6.772 -1.232 -0.23
H 5.193 -6.556 -1.578 0.32
H 4.458 -5.233 -2.410 0.27
H 4.251 -5.266 -0.645 0.34
H 6.313 -4.467 -0.210 0.29
H 5.949 -3.678 -1.736 0.32
C -5.216 0.407 -6.700 -1.17
C -4.223 -0.494 -7.344 -0.12
O -4.874 -1.248 -8.328 -0.21
C -4.156 -2.128 -9.171 0.30
O -2.943 -2.334 -9.122 -0.54
C -5.034 -2.921 -10.189 0.85
F -6.086 -2.109 -10.480 -0.22
F -4.283 -3.166 -11.271 -0.21
F -5.426 -4.110 -9.613 -0.22
H -5.480 1.260 -7.325 0.31
H -4.798 0.775 -5.763 0.36
H -6.142 -0.131 -6.498 0.32
H -3.814 -1.197 -6.618 0.27
H -3.397 0.067 -7.779 0.29
C -0.323 9.222 1.024 -1.19
C -0.400 8.310 -0.150 -0.14
O -1.613 8.584 -0.833 -0.22
C -1.833 8.145 -2.199 0.28
O -1.050 7.473 -2.879 -0.53
C -3.202 8.629 -2.701 0.92
F -3.230 8.398 -4.032 -0.23
F -4.209 7.983 -2.119 -0.22
F -3.312 9.952 -2.491 -0.23
H -0.877 8.812 1.868 0.29
H -0.644 10.254 0.881 0.33
H 0.717 9.312 1.337 0.37
H -0.326 7.254 0.111 0.32
H 0.484 8.528 -0.749 0.25
Cl -6.915 4.615 2.167 -0.18
C -5.253 4.456 2.669 -0.39
C -4.948 3.720 3.954 -0.43
Cl -5.481 1.979 4.093 -0.20
H -4.871 5.469 2.801 0.27
H -4.755 4.031 1.798 0.30
H -5.333 4.259 4.819 0.32
H -3.877 3.725 4.157 0.31
Cl 7.203 3.604 6.312 -0.18
C 5.428 4.009 6.458 -0.41
C 5.127 5.384 5.732 -0.47
Cl 6.032 6.666 6.563 -0.17
H 4.979 4.034 7.451 0.34
H 4.910 3.243 5.882 0.28
H 4.133 5.803 5.890 0.29
H 5.331 5.273 4.667 0.31


Molecular weight for the records above, in order: 668.03, 764.86, 728.66, 608.82, 1022.47 g mol⁻¹